ORCA calculation (wB97M-V/def2-TZVPD) on C42H31Cl3F10N3O2STa as an isolated structure in a non-equilibrium geometry.

**Gap between HOMO and LUMO (spin up / spin down)**: 6.375 / 6.385 eV
**E_LUMO (spin up / spin down)**: -0.2 / -0.2 eV
**E_tot**: -129749.57184 eV

XYZ file:
```
93
C42H31Cl3F10N3O2STa (wB97M-V/def2-TZVPD)
Ta 0.94295 0.48302 0.52179
C 2.87005 2.29875 3.05274
N 1.58149 1.60283 2.93233
C 1.59869 0.41489 3.80590
C 2.14126 -0.73451 3.03142
N 1.27409 -0.98699 1.87264
C 0.78104 -2.31227 1.75787
C 1.01565 -3.08932 0.61510
F 1.79582 -2.64480 -0.35923
C 0.46138 -4.33736 0.44627
F 0.70290 -5.03558 -0.66279
C -0.33262 -4.87901 1.43396
F -0.86341 -6.08843 1.28212
C -0.55739 -4.16284 2.58252
F -1.31889 -4.67457 3.55113
C -0.00250 -2.90861 2.72812
F -0.29479 -2.21506 3.84108
C 0.46266 2.48586 3.24800
C -0.83756 1.87948 2.82747
N -0.80028 1.58688 1.39333
C -2.06350 1.46249 0.77956
C -3.24753 1.07128 1.40401
F -3.27384 0.73916 2.70865
C -4.44159 0.89663 0.71931
F -5.51723 0.47117 1.38462
C -4.52497 1.12531 -0.62716
F -5.66418 0.92724 -1.28684
C -3.39748 1.57080 -1.28204
F -3.45223 1.85086 -2.58420
C -2.22899 1.75443 -0.58821
F -1.20534 2.25494 -1.27528
H 3.05878 2.57824 4.09547
H 2.87209 3.19704 2.44529
H 3.67454 1.65271 2.70587
H 0.58831 0.17823 4.12304
H 2.20028 0.59154 4.70335
H 2.23756 -1.61578 3.66302
H 3.13834 -0.48640 2.65197
H 0.61006 3.41406 2.70080
H 0.43490 2.72727 4.31927
H -1.61805 2.61074 3.05100
H -1.05995 0.99101 3.41927
Cl 6.54231 1.20521 -4.27202
C 5.51068 1.03279 -2.88054
C 4.17113 0.75151 -3.05582
C 3.38398 0.62898 -1.93102
Cl 1.68019 0.29279 -2.06401
C 3.85139 0.76448 -0.62365
O 3.05344 0.63760 0.42123
C 5.21528 1.05230 -0.50568
Cl 5.87894 1.25652 1.08871
C 6.03958 1.18539 -1.60975
H 3.74938 0.63622 -4.04680
H 7.08851 1.41435 -1.47682
O 1.45540 2.61292 -0.55310
S 1.48649 3.93122 0.20921
C 0.05863 4.88914 -0.30615
C 0.56403 6.32392 -0.26677
C 1.91398 6.33174 -1.00738
C 2.62009 4.99057 -0.72648
H -0.76742 4.68892 0.37757
H -0.20659 4.53722 -1.30744
H 0.70976 6.62842 0.77373
H -0.15031 7.01417 -0.71007
H 2.52323 7.17039 -0.67973
H 1.75306 6.44363 -2.07804
H 3.53327 5.09811 -0.14128
H 2.85034 4.41601 -1.62567
C -0.44078 -0.66524 -0.33975
C -1.13102 -1.57173 -0.92659
C -1.89108 -2.49097 -1.48282
C -1.79878 -2.70209 -2.95846
C -0.60735 -2.42983 -3.63713
C -0.51979 -2.57440 -5.01422
C -1.62502 -2.99090 -5.74648
C -2.81752 -3.25362 -5.08570
C -2.90556 -3.10869 -3.70588
C -2.76953 -3.30347 -0.58428
C -3.16675 -2.79987 0.65926
C -3.92207 -3.56474 1.53492
C -4.29217 -4.86073 1.19185
C -3.88789 -5.38056 -0.02944
C -3.13000 -4.61288 -0.90735
H 0.25936 -2.11292 -3.06505
H 0.41648 -2.36237 -5.51896
H -1.55851 -3.10620 -6.82230
H -3.69127 -3.56422 -5.64707
H -3.85125 -3.28254 -3.20673
H -2.86909 -1.79368 0.93374
H -4.22395 -3.14752 2.48979
H -4.88339 -5.46034 1.87485
H -4.15542 -6.39520 -0.30124
H -2.78694 -5.04516 -1.83976
```